Entry 1:
Density functional theory data (ωB97M-V with the def2-TZVPD basis set) for C29H32AsFeNO7P2 as an isolated structure.

```
73
Properties=species:S:1:pos:R:3:mulliken_spin:R:1
Fe -0.91011 0.44907 -0.06253 3.629
C 2.14749 -0.84885 2.50253 0.003
C 2.45141 -0.26803 1.12202 -0.003
O 3.84051 -0.36120 0.82657 0.000
P 1.98360 1.49972 1.09360 0.019
O 2.76768 2.22496 2.25964 -0.001
O 2.64607 2.13886 -0.19800 0.001
O 0.51851 1.67531 1.23361 0.026
P 1.49807 -1.22022 -0.13893 0.005
O 1.47373 -0.13181 -1.39677 0.016
O 2.28077 -2.41312 -0.49954 0.002
O 0.06349 -1.28727 0.33293 0.048
H 2.81032 -0.39005 3.23599 0.000
H 2.32723 -1.92489 2.49010 0.000
H 1.11327 -0.67070 2.78936 -0.002
H 3.96347 -1.19177 0.33953 0.000
H 3.72471 2.21495 2.12332 0.000
H 2.40303 1.64213 -0.99634 0.000
H 1.45476 -0.59060 -2.24776 -0.003
C -1.85062 0.58666 2.84250 0.015
N -2.44698 0.31714 1.53095 0.014
C -3.11752 -0.98467 1.55563 0.012
C -3.38285 1.40120 1.14696 0.007
C -2.60176 2.60763 0.66489 -0.067
C -2.66271 3.82116 1.33223 -0.002
C -1.87995 4.88616 0.90112 0.011
C -1.04306 4.72142 -0.19130 -0.011
C -0.97789 3.48933 -0.83512 -0.015
C -1.74715 2.39475 -0.43547 0.150
H -2.61955 0.56059 3.62573 0.001
H -1.36982 1.56195 2.83178 0.000
H -1.10121 -0.17373 3.05854 -0.003
H -3.88472 -1.02424 2.34015 0.004
H -2.37959 -1.76494 1.74138 0.002
H -3.59488 -1.16869 0.59232 0.001
H -4.05584 1.64762 1.97959 -0.001
H -3.99105 1.00993 0.32860 -0.005
H -3.31749 3.94323 2.18949 0.000
H -1.91877 5.83495 1.42142 0.001
H -0.42321 5.54662 -0.52270 0.000
H -0.28599 3.38852 -1.66836 0.003
C -6.69302 -0.12039 -2.13882 0.002
C -5.98240 1.06277 -2.28497 -0.001
C -4.59656 1.04079 -2.34781 0.007
C -3.91609 -0.17086 -2.26700 -0.007
C -4.62933 -1.35477 -2.12291 0.001
C -6.01536 -1.32811 -2.05839 -0.001
As -1.97480 -0.18309 -2.23774 0.101
C -1.49341 -1.79690 -3.18941 0.023
C -1.41313 -3.08180 -2.67164 -0.005
C -0.84443 -4.09108 -3.43548 -0.002
C -0.32283 -3.80521 -4.68966 0.005
C -0.35702 -2.51362 -5.19379 -0.004
C -0.94291 -1.49852 -4.44523 0.009
C -1.00627 -0.07307 -4.82556 0.004
C -0.65075 0.45172 -6.06403 -0.002
C -0.79605 1.80922 -6.30434 0.003
C -1.29601 2.65265 -5.32170 -0.001
C -1.65158 2.14442 -4.07902 0.015
C -1.49661 0.78910 -3.83401 0.000
H -7.77392 -0.10125 -2.08928 0.000
H -6.50694 2.00753 -2.34801 0.000
H -4.04844 1.97068 -2.43730 -0.004
H -4.10981 -2.30488 -2.07225 -0.001
H -6.56548 -2.25409 -1.95015 0.000
H -1.77208 -3.29713 -1.67215 -0.001
H -0.78359 -5.09733 -3.04251 0.000
H 0.13627 -4.59401 -5.27123 0.000
H 0.08373 -2.30303 -6.15985 0.000
H -0.27487 -0.19523 -6.84644 0.000
H -0.52298 2.21269 -7.27094 0.000
H -1.41063 3.70986 -5.52287 0.000
H -2.02710 2.80087 -3.30524 0.000
```

As for the expectation value of S²: 6.014. As for the spin multiplicity: 5. The value obtained for the relative energy (zero: lowest compared OMol25 entry of this formula, charge and spin) is 0.0 kJ/mol. The highest occupied orbital energy (alpha / beta) comes out at -6.979 / -7.849 eV. For the HOMO-LUMO gap (alpha / beta), the calculation gives 7.4 / 8.2 eV. The value obtained for the lowest unoccupied orbital energy (alpha / beta) is 0.40 / 0.36 eV.


Entry 2:
Density functional theory data (ωB97M-V with the def2-TZVPD basis set) for C29H32BF3O3 as an isolated structure.

```
68
Properties=species:S:1:pos:R:3:lowdin_charge:R:1
C -1.21980 -4.13759 -3.88574 -0.019
C -1.78391 -3.09495 -3.04516 -0.324
C -2.55029 -3.20551 -1.91158 -0.032
C -2.84009 -1.88594 -1.48312 -0.006
C -2.22846 -1.01192 -2.38507 -0.198
B 0.74301 -0.04043 1.51411 -0.631
C -2.19760 0.41719 -2.39089 -0.143
C -3.03735 1.14354 -1.50863 -0.002
C -3.37383 2.45702 -1.79913 -0.011
C -2.72997 3.08451 -2.85568 -0.158
C -3.16332 4.44721 -3.30209 -0.523
F -2.11409 5.33351 -3.33857 0.107
F -3.68081 4.38660 -4.56975 0.117
F -4.11048 5.00717 -2.49809 0.115
C -1.67006 2.48454 -3.53579 -0.017
C -1.33773 1.17092 -3.23792 -0.007
O 0.19523 -0.54224 2.65672 0.171
C 0.42679 -1.97175 2.64109 -0.433
C 0.96549 -2.33784 4.01960 -0.019
C -0.88670 -2.72272 2.49393 -0.014
C 1.39007 -2.19298 1.38480 -0.432
C 2.83634 -2.45113 1.81032 -0.005
C 0.97006 -3.21670 0.33779 -0.012
O 1.33803 -0.94471 0.66035 0.135
O -1.54167 -1.77379 -3.32335 0.081
H -1.91044 -4.98738 -3.85638 0.092
H -1.09880 -3.83421 -4.92641 0.091
H -0.25210 -4.47701 -3.49420 0.090
H -2.87518 -4.12547 -1.44061 0.115
H -3.44830 -1.57403 -0.64106 0.109
H -3.39090 0.66042 -0.59197 0.118
H -4.09715 3.01349 -1.21519 0.122
H -1.11326 3.07141 -4.25420 0.127
H -0.42799 0.71136 -3.63223 0.125
H 1.20647 -3.40863 4.10182 0.097
H 1.85013 -1.75206 4.29088 0.089
H 0.17288 -2.12873 4.75216 0.096
H -0.69633 -3.79347 2.66141 0.098
H -1.59717 -2.39702 3.26622 0.098
H -1.32546 -2.61204 1.49314 0.081
H 2.94205 -3.44459 2.27239 0.095
H 3.48124 -2.42906 0.92295 0.096
H 3.19935 -1.69114 2.51772 0.092
H 0.95135 -4.21795 0.77493 0.093
H -0.02087 -2.98126 -0.07167 0.075
H 1.69817 -3.20954 -0.48726 0.099
C -0.27956 2.38218 1.75305 -0.106
C -0.62370 3.63115 0.89190 -0.161
C -0.21101 3.20031 -0.47196 -0.071
C 0.37028 1.97339 -0.48904 -0.028
C 0.60708 1.44438 0.88358 -0.208
C 2.13787 1.57377 1.23333 -0.143
C 3.13651 1.34009 0.26473 -0.019
C 4.47535 1.25006 0.64210 -0.076
C 4.85917 1.39049 1.98174 -0.091
C 3.87954 1.71218 2.92451 -0.082
C 2.53527 1.75490 2.57518 -0.032
H 0.18134 2.65317 2.70680 0.099
H -1.22463 1.87187 1.98427 0.119
H -1.70205 3.84082 0.93420 0.106
H -0.12159 4.54341 1.24930 0.113
H -0.36398 3.86912 -1.31840 0.102
H 0.77679 1.47400 -1.35693 0.103
H 2.85694 1.24620 -0.78471 0.114
H 5.22861 1.04777 -0.11640 0.102
H 5.90145 1.24537 2.28901 0.102
H 4.14045 1.86841 3.96860 0.102
H 1.79333 1.89184 3.36455 0.115
```

The value obtained for the relative energy (zero: lowest compared OMol25 entry of this formula, charge and spin) is 0.0 kJ/mol. The highest occupied orbital energy comes out at -7.844 eV. For the HOMO-LUMO gap, the calculation gives 7.9 eV. The value obtained for the lowest unoccupied orbital energy is 0.09 eV.


Entry 3:
Density functional theory data (ωB97M-V with the def2-TZVPD basis set) for C29H32BrHfN4O2 as an isolated structure.

```
69
Properties=species:S:1:pos:R:3:lowdin_charge:R:1
Hf -0.28639 0.26365 -0.80976 1.607
C -0.04388 -0.58315 -4.42220 0.006
C 0.23141 0.48943 -3.41789 -0.283
C -0.73727 1.46638 -3.12561 -0.036
C -0.46294 2.55809 -2.27913 -0.291
C -1.47611 3.64097 -2.07808 0.000
C 0.79059 2.61290 -1.64965 -0.064
C 1.77295 1.63346 -1.87923 -0.302
C 3.12306 1.73198 -1.23961 0.000
C 1.46308 0.56350 -2.74037 -0.035
H 0.63098 -1.42943 -4.31963 0.087
H 0.09872 -0.15998 -5.42043 0.124
H -1.06957 -0.94489 -4.36264 0.104
H -1.70571 1.40722 -3.61072 0.154
H -1.36556 4.13007 -1.11106 0.097
H -2.49382 3.26918 -2.19082 0.094
H -1.32429 4.40571 -2.84479 0.123
H 1.01843 3.44329 -0.99174 0.142
H 3.78786 2.28305 -1.91032 0.123
H 3.56821 0.75066 -1.08058 0.099
H 3.08807 2.27958 -0.29838 0.091
H 2.21148 -0.20116 -2.91994 0.156
O -0.40961 -3.90441 -3.60696 0.058
C -0.53991 -4.59262 -2.43362 -0.251
C -1.03346 -5.88777 -2.38511 0.014
C -1.15794 -6.53123 -1.16600 -0.031
C -0.80366 -5.88988 0.01563 -0.053
C -0.30942 -4.60070 -0.03986 -0.030
C -0.15884 -3.94177 -1.26014 -0.119
C 0.38348 -2.55618 -1.36652 -0.300
O -0.63767 -1.53327 -1.24574 -0.257
N 1.41213 -2.23967 -0.36293 0.043
N 1.22320 -1.00927 0.27805 -0.125
C 1.91043 -0.79307 1.35081 -0.151
C 1.80650 0.35939 2.17193 -0.518
Br 0.38346 1.54408 1.61535 0.958
C 2.56212 0.56911 3.27850 -0.021
C 2.67689 1.58480 4.27843 -0.212
C 3.50993 1.26692 5.36930 0.004
C 3.68837 2.15732 6.40833 -0.023
C 3.05276 3.39054 6.36558 -0.005
C 2.24093 3.73496 5.28368 -0.037
C 2.04942 2.84622 4.25119 -0.039
H -0.58396 -4.49533 -4.34996 0.129
H -1.31767 -6.39324 -3.30079 0.132
H -1.53780 -7.54355 -1.13754 0.126
H -0.91140 -6.39542 0.96457 0.118
H -0.05552 -4.09731 0.88766 0.113
H 0.81556 -2.43400 -2.35805 0.123
H 1.57323 -2.99161 0.29570 0.126
H 2.61711 -1.55218 1.68394 0.163
H 3.24468 -0.26639 3.43293 0.141
H 4.01021 0.30624 5.39330 0.128
H 4.32405 1.89847 7.24334 0.128
H 3.19523 4.09690 7.17289 0.130
H 1.76868 4.70711 5.25588 0.122
H 1.43893 3.15050 3.41466 0.051
C -5.37589 2.00044 1.26890 0.047
N -4.34028 1.37079 0.43630 -0.081
C -4.57787 0.49443 -0.59998 0.008
C -3.36914 0.10606 -1.06499 -0.092
N -2.37824 0.74470 -0.31435 -0.112
C -3.02966 1.49828 0.58145 -0.136
H -6.20560 2.29757 0.63417 0.112
H -4.96249 2.87955 1.75468 0.106
H -5.72315 1.29416 2.01919 0.115
H -5.57348 0.21755 -0.90349 0.152
H -3.13428 -0.60378 -1.84079 0.119
H -2.57963 2.12604 1.33305 0.128
```

The highest occupied orbital energy comes out at -15.506 eV. Its charge is +3. For the HOMO-LUMO gap, the calculation gives 5.8 eV. The value obtained for the lowest unoccupied orbital energy is -9.68 eV.


Entry 4:
Density functional theory data (ωB97M-V with the def2-TZVPD basis set) for C29H32ClIIrN4O2 as an isolated structure.

```
70
Properties=species:S:1:pos:R:3:lowdin_charge:R:1
Ir 0.35424 0.16446 0.14743 1.445
C -0.98168 -3.04554 -2.16477 0.038
C -0.89799 -1.55146 -2.10611 -0.483
O -1.17034 -0.91815 -1.06915 -0.090
N -0.51352 -0.91003 -3.20854 0.104
C -0.32592 0.52885 -3.20672 -0.097
C 1.09437 0.87701 -2.84085 -0.263
C 1.84949 1.71632 -3.63396 -0.002
C 3.18581 1.92501 -3.32780 -0.008
C 3.73269 1.26119 -2.24438 -0.025
C 2.91032 0.46222 -1.47710 -0.113
N 1.60509 0.28874 -1.73965 0.006
H -1.50250 -3.41218 -1.28542 0.084
H 0.03233 -3.45124 -2.15532 0.106
H -1.48501 -3.38637 -3.06882 0.096
H -0.23009 -1.43835 -4.01800 0.164
H -1.01184 0.94388 -2.46945 0.111
H -0.58796 0.93130 -4.18195 0.137
H 1.39475 2.19197 -4.49234 0.124
H 3.79319 2.57216 -3.94660 0.124
H 4.77994 1.35367 -1.99487 0.122
H 3.29833 -0.07175 -0.62251 0.108
Cl -4.41962 -1.06502 4.90114 0.729
C -3.10375 -1.20505 3.78675 -0.600
C -2.58288 -2.43648 3.49460 -0.140
C -1.50947 -2.57103 2.59054 -0.631
I -0.66066 -4.42622 2.20019 0.970
C -0.98352 -1.47112 1.96001 -0.428
O 0.05433 -1.50103 1.13345 -0.274
C -1.55082 -0.23266 2.23535 -0.150
N -1.01277 0.79874 1.52162 -0.006
C -1.37532 2.03409 1.79600 -0.062
C -2.31321 2.31380 2.80549 -0.006
C -2.92261 1.28767 3.47520 0.016
C -2.56298 -0.04472 3.18518 -0.156
H -2.99333 -3.31382 3.97506 0.104
H -0.92613 2.82562 1.21525 0.108
H -2.53997 3.34415 3.03612 0.119
H -3.66357 1.48653 4.23768 0.107
C 2.98124 6.22484 -0.01061 -0.039
C 2.08685 5.03962 -0.26136 -0.256
C 1.03501 5.13124 -1.16890 -0.021
C 0.18307 4.05329 -1.36475 -0.271
C -0.95215 4.12994 -2.35201 -0.032
C 0.40303 2.89442 -0.63753 -0.096
C 1.47615 2.74246 0.27402 -0.311
C 2.31314 3.85868 0.43888 0.002
N 1.63120 1.52992 0.88882 -0.130
C 2.61717 1.28490 1.97392 -0.586
C 4.07556 1.51579 1.49355 -0.034
C 2.47907 -0.16256 2.43786 -0.061
C 2.28550 2.17637 3.18031 -0.034
H 2.79565 7.01898 -0.73226 0.077
H 4.03421 5.94591 -0.06705 0.084
H 2.80067 6.62922 0.98704 0.089
H 0.88032 6.04799 -1.72612 0.118
H -1.32440 5.14827 -2.44815 0.085
H -1.78140 3.48422 -2.05718 0.080
H -0.61684 3.81065 -3.34368 0.076
H -0.30417 2.06301 -0.76603 0.063
H 3.16389 3.81769 1.10274 0.100
H 4.63583 0.57890 1.48758 0.083
H 4.59992 2.20951 2.15215 0.089
H 4.10496 1.92716 0.48658 0.052
H 2.55410 -0.85845 1.59933 0.069
H 1.52114 -0.32515 2.93343 0.075
H 3.27166 -0.40049 3.14778 0.097
H 2.39002 3.23639 2.95489 0.071
H 2.94834 1.93268 4.01271 0.094
H 1.25561 1.99796 3.49878 0.080
```

The value obtained for the relative energy (zero: lowest compared OMol25 entry of this formula, charge and spin) is 205.7 kJ/mol. The highest occupied orbital energy comes out at -9.769 eV. Its charge is +1. For the HOMO-LUMO gap, the calculation gives 6.3 eV. The value obtained for the lowest unoccupied orbital energy is -3.50 eV.